# C6H18ClFNNbOS

C6H18ClFNNbOS as an isolated structure in a non-equilibrium geometry (wB97M-V/def2-TZVPD, OMol25).

Output
E_LUMO	-0.33	eV
2S+1	1
HOMO-LUMO gap	7.70	eV
HOMO	-8.03	eV

```
30
C6H18ClFNNbOS wB97M-V/def2-TZVPD
F -0.85228 -2.04946 -0.28927
Nb -1.83943 -0.40592 -0.59086
S -4.00311 -1.46784 -1.02060
C -1.27480 -0.11627 -2.75220
C 0.08858 0.40010 -3.20741
C 0.60844 1.67735 -2.58167
Cl -0.61866 2.94520 -2.42923
H -2.25290 -0.27652 1.23225
H -2.66547 1.17993 -0.70229
H -0.38491 0.49612 -0.00945
H -3.56547 -2.48237 -1.76479
H -2.05998 0.46646 -3.22262
H -1.36023 -1.13812 -3.12973
H 0.02307 0.61733 -4.27480
H 0.85457 -0.36508 -3.11163
H 1.35879 2.09816 -3.23939
H 1.09395 1.51805 -1.62868
C 2.97736 -0.40557 2.35020
C 1.81185 0.19494 1.64686
O 1.79039 0.99622 0.78228
N 0.38206 -0.27318 2.07048
C 0.08247 -0.27885 3.52779
H 3.23248 0.20895 3.21414
H 2.76679 -1.42038 2.68594
H 3.81433 -0.42548 1.65846
H 0.23840 -1.20914 1.67390
H -0.25179 0.34956 1.50990
H 0.44928 0.64402 3.96717
H 0.55275 -1.13973 3.99319
H -0.99651 -0.33846 3.64207
```

And the Löwdin charges, in e, turn out to be:
1 F -0.567
2 Nb 1.092
3 S 0.136
4 C -0.403
5 C -0.379
6 C -0.641
7 Cl 0.535
8 H -0.110
9 H -0.132
10 H -0.092
11 H -0.276
12 H 0.023
13 H 0.034
14 H 0.093
15 H 0.098
16 H 0.057
17 H 0.025
18 C 0.023
19 C -0.386
20 O 0.150
21 N 0.000
22 C -0.014
23 H 0.105
24 H 0.093
25 H 0.102
26 H 0.132
27 H 0.019
28 H 0.102
29 H 0.094
30 H 0.088

=====

# C6H18ClN3OP

A 2-piece molecular cluster, C6H18ClN3OP overall (wB97M-V/def2-TZVPD, OMol25).

Output
total charge	-1
E_LUMO	2.80	eV
2S+1	1
HOMO-LUMO gap	6.38	eV
HOMO	-3.58	eV

```
30
C6H18ClN3OP wB97M-V/def2-TZVPD
Cl -4.21844 1.12068 2.62379
O -1.08968 1.62163 -1.05815
P -0.37880 0.53993 -0.36699
N 0.08539 0.98968 1.17553
C 0.73004 0.03696 2.05011
C 0.62300 2.32926 1.28389
N 0.97635 0.11948 -1.25103
C 1.84857 -0.98108 -0.97410
C 1.34066 0.91606 -2.41213
N -1.14376 -0.89449 -0.12062
C -2.04618 -1.14300 1.00900
C -1.32889 -1.78966 -1.24465
H 0.43362 0.23309 3.08640
H 1.82784 0.09934 1.98707
H 0.40955 -0.97250 1.80845
H 0.59135 2.64275 2.33084
H 0.01696 3.00965 0.69123
H 1.67564 2.38523 0.95438
H 2.83908 -0.63570 -0.64912
H 1.43950 -1.62155 -0.19327
H 1.97669 -1.60885 -1.86772
H 0.97960 0.47092 -3.34778
H 0.92519 1.91539 -2.31897
H 2.43156 0.98731 -2.47452
H -1.74564 -2.10296 1.45155
H -1.99020 -0.34820 1.74737
H -3.07881 -1.20710 0.66838
H -2.11283 -1.43245 -1.92174
H -1.61636 -2.77155 -0.86428
H -0.40101 -1.90827 -1.80292
```

And the Löwdin charges, in e, turn out to be:
1 Cl -0.816
2 O -0.279
3 P 0.494
4 N -0.298
5 C -0.135
6 C -0.122
7 N -0.313
8 C -0.150
9 C -0.117
10 N -0.315
11 C -0.133
12 C -0.111
13 H 0.090
14 H 0.078
15 H 0.058
16 H 0.083
17 H 0.076
18 H 0.078
19 H 0.080
20 H 0.070
21 H 0.079
22 H 0.079
23 H 0.068
24 H 0.074
25 H 0.079
26 H 0.008
27 H 0.070
28 H 0.088
29 H 0.080
30 H 0.058